Record 1
Molecular formula: C3H8O
Method: DFT, wB97M-V/def2-TZVPD

Structure (XYZ):
```
12
Properties=species:S:1:pos:R:3:lowdin_charge:R:1
C -2.283 -0.876 0.178 -0.06
C 1.338 1.369 -0.307 -0.12
C 1.238 -0.174 -0.436 -0.10
O 2.278 -0.657 0.243 -0.05
H -1.555 -0.190 -0.235 -0.02
H -3.205 -0.518 -0.226 0.00
H -2.245 -0.769 1.262 0.01
H 2.171 1.701 -1.056 0.11
H 1.779 1.754 0.539 0.02
H 0.457 1.924 -0.510 0.04
H -2.285 -1.974 -0.020 0.04
H 2.313 -1.589 0.570 0.12
```

**HOMO**: -8.5 eV
**Kohn-Sham gap**: 9.3 eV
**Energy above the lowest of the compared OMol25 structures with the same formula, charge and spin**: 78.5 kcal/mol

=====

Record 2
Molecular formula: C3H8O
Method: DFT, wB97M-V/def2-TZVPD

Structure (XYZ):
```
12
Properties=species:S:1:pos:R:3:lowdin_charge:R:1
C -0.867 -0.699 0.413 -0.03
C 0.257 0.235 0.023 -0.51
C 1.629 -0.133 0.496 -0.03
O 0.098 1.289 -0.551 0.01
H -1.824 -0.325 0.050 0.07
H -0.689 -1.710 0.029 0.09
H -0.898 -0.765 1.508 0.09
H -2.127 1.224 -2.194 0.04
H 1.854 -1.179 0.283 0.08
H 2.356 0.538 0.036 0.09
H 1.644 0.009 1.581 0.09
H -1.552 1.447 -1.759 0.02
```

**HOMO**: -9.7 eV
**SMILES string**: CC(C)=O.[H][H]
**Kohn-Sham gap**: 10.7 eV
**Energy above the lowest of the compared OMol25 structures with the same formula, charge and spin**: 21.7 kcal/mol

=====

Record 3
Molecular formula: C3H8O2
Method: DFT, wB97M-V/def2-TZVPD

Structure (XYZ):
```
13
Properties=species:S:1:pos:R:3:lowdin_charge:R:1
O -0.655 1.225 0.629 -0.08
C -1.183 -0.027 0.212 -0.30
C -0.174 -0.570 -0.737 -0.16
C 1.281 -0.419 0.013 -0.25
O 1.947 0.800 -0.194 -0.07
H -1.264 1.616 1.258 0.10
H -2.176 0.086 -0.233 0.11
H -1.254 -0.724 1.064 0.12
H -0.098 0.000 -1.674 0.12
H -0.491 -1.599 -1.057 0.12
H 1.186 -0.595 1.099 0.12
H 1.523 -1.228 -0.630 0.08
H 1.359 1.435 0.250 0.07
```

**HOMO**: -9.6 eV
**SMILES string**: OCCCO
**Kohn-Sham gap**: 10.3 eV
**Energy above the lowest of the compared OMol25 structures with the same formula, charge and spin**: 41.8 kcal/mol

=====

Record 4
Molecular formula: C3H8O2
Method: DFT, wB97M-V/def2-TZVPD

Structure (XYZ):
```
13
Properties=species:S:1:pos:R:3:lowdin_charge:R:1
O 0.826 -5.412 1.784 0.00
C 0.774 -4.228 1.641 -0.16
H 0.164 -3.560 2.282 0.08
H 1.403 -3.718 0.882 0.08
C 0.249 1.894 -0.944 -0.33
O -0.148 1.196 -2.113 -0.09
C -0.956 2.322 -0.112 -0.09
H 0.915 1.282 -0.322 0.11
H 0.849 2.728 -1.308 0.11
H -0.281 0.249 -1.988 0.08
H -1.587 3.018 -0.664 0.07
H -1.554 1.426 0.040 0.07
H -0.655 2.804 0.821 0.07
```

**HOMO**: -10.4 eV
**SMILES string**: C=O.CCO
**Kohn-Sham gap**: 10.8 eV
**Energy above the lowest of the compared OMol25 structures with the same formula, charge and spin**: 39.9 kcal/mol

=====

Record 5
Molecular formula: C3H8O2
Method: DFT, wB97M-V/def2-TZVPD

Structure (XYZ):
```
13
Properties=species:S:1:pos:R:3:lowdin_charge:R:1
C 1.786 0.602 0.706 -0.12
O 0.511 0.099 1.024 -0.19
C -0.033 -0.609 -0.068 -0.24
C -1.544 -0.548 -0.149 -0.17
O -1.778 0.270 -1.369 -0.12
H 2.157 1.167 1.565 0.09
H 2.502 -0.204 0.478 0.09
H 1.731 1.265 -0.170 0.09
H -0.036 -0.041 -1.043 0.12
H 0.433 -1.610 -0.149 0.13
H -1.994 -1.515 -0.387 0.12
H -2.013 -0.095 0.730 0.12
H -1.723 1.219 -1.169 0.09
```

**HOMO**: -9.7 eV
**SMILES string**: COCCO
**Kohn-Sham gap**: 10.7 eV
**Energy above the lowest of the compared OMol25 structures with the same formula, charge and spin**: 48.1 kcal/mol

=====

Record 6
Molecular formula: C3H8O2
Method: DFT, wB97M-V/def2-TZVPD

Structure (XYZ):
```
13
Properties=species:S:1:pos:R:3:lowdin_charge:R:1
C 1.249 0.752 0.596 -0.11
O 0.806 -0.498 1.099 -0.19
C 0.077 -1.154 0.096 -0.23
C -1.120 -0.295 -0.359 -0.21
O -0.843 0.801 -1.277 -0.12
H 1.548 1.360 1.450 0.09
H 2.102 0.592 -0.073 0.09
H 0.483 1.243 -0.038 0.06
H 0.720 -1.453 -0.751 0.13
H -0.306 -2.084 0.550 0.13
H -1.835 -0.940 -0.867 0.11
H -1.552 0.078 0.580 0.13
H -1.329 1.597 -1.005 0.10
```

**HOMO**: -9.4 eV
**SMILES string**: COCCO
**Kohn-Sham gap**: 10.2 eV
**Energy above the lowest of the compared OMol25 structures with the same formula, charge and spin**: 40.5 kcal/mol

=====

Record 7
Molecular formula: C3H8O2
Method: DFT, wB97M-V/def2-TZVPD

Structure (XYZ):
```
13
Properties=species:S:1:pos:R:3:lowdin_charge:R:1
O -2.322 0.227 -0.953 0.01
C -1.148 0.279 -1.430 -0.26
C -0.377 1.487 -1.294 -0.18
C 0.769 1.109 -0.254 -0.09
H -0.845 -0.367 -2.202 0.11
H -0.823 2.365 -0.933 0.09
H 0.116 1.784 -2.295 0.14
H 0.667 0.268 0.440 0.07
H 1.109 1.829 0.449 0.05
H 1.724 0.849 -0.678 0.06
H 0.820 -2.686 3.361 0.05
H -0.312 -3.644 2.934 0.02
O 0.621 -3.500 2.854 -0.06
```

**HOMO**: -9.9 eV
**SMILES string**: CCC=O.O
**Kohn-Sham gap**: 10.6 eV
**Energy above the lowest of the compared OMol25 structures with the same formula, charge and spin**: 44.4 kcal/mol

=====

Record 8
Molecular formula: C3H8O2
Method: DFT, wB97M-V/def2-TZVPD

Structure (XYZ):
```
13
Properties=species:S:1:pos:R:3:lowdin_charge:R:1
C 1.669 0.758 0.379 -0.08
O 0.406 0.220 0.792 -0.23
C -0.203 -0.869 0.011 -0.16
C -1.621 -0.421 -0.325 -0.27
O -1.466 0.947 -0.575 -0.09
H 1.749 1.828 0.639 0.10
H 2.473 0.233 0.900 0.09
H 1.813 0.680 -0.706 0.09
H 0.331 -0.925 -0.943 0.12
H -0.214 -1.847 0.515 0.13
H -1.875 -1.068 -1.185 0.12
H -2.387 -0.629 0.444 0.12
H -0.674 1.092 0.055 0.07
```

**HOMO**: -9.9 eV
**SMILES string**: COCCO
**Kohn-Sham gap**: 10.9 eV
**Energy above the lowest of the compared OMol25 structures with the same formula, charge and spin**: 42.6 kcal/mol

=====

Record 9
Molecular formula: C3H8O2
Method: DFT, wB97M-V/def2-TZVPD

Structure (XYZ):
```
13
Properties=species:S:1:pos:R:3:lowdin_charge:R:1
C -1.565 0.770 -0.167 0.02
C -0.385 0.235 -0.478 -0.47
O -0.215 -0.610 -1.517 0.04
C 0.887 0.512 0.320 -0.19
O 1.946 -0.318 -0.145 -0.07
H -1.656 1.442 0.681 0.06
H -1.068 -1.572 1.138 0.04
H -2.453 0.532 -0.742 0.06
H -0.637 -2.143 1.347 0.06
H 0.696 -0.948 -1.432 0.09
H 1.151 1.572 0.235 0.13
H 0.722 0.287 1.379 0.12
H 2.610 0.232 -0.574 0.10
```

**HOMO**: -8.7 eV
**SMILES string**: C=C(O)CO.[H][H]
**Kohn-Sham gap**: 9.3 eV
**Energy above the lowest of the compared OMol25 structures with the same formula, charge and spin**: 50.0 kcal/mol

=====

Record 10
Molecular formula: C3H8O2
Method: DFT, wB97M-V/def2-TZVPD

Structure (XYZ):
```
13
Properties=species:S:1:pos:R:3:lowdin_charge:R:1
C 0.360 -1.630 -1.222 -0.17
C 1.190 -0.512 -0.490 -0.17
H -0.326 -1.141 -2.018 0.09
H 0.918 -2.424 -1.658 0.03
H -0.217 -2.231 -0.470 0.06
H 1.807 -0.974 0.368 0.09
H 0.687 0.408 -0.204 0.02
H 1.888 -0.042 -1.222 0.06
O -0.160 2.426 1.550 0.04
C -1.200 2.006 1.103 -0.39
O -1.863 0.989 1.667 0.08
H -1.430 2.256 0.019 0.16
H -1.654 0.867 2.577 0.10
```

**HOMO**: -10.9 eV
**SMILES string**: O=CO.CC
**Kohn-Sham gap**: 11.7 eV
**Energy above the lowest of the compared OMol25 structures with the same formula, charge and spin**: 24.7 kcal/mol

=====

Record 11
Molecular formula: C3H8O2P
Method: DFT, wB97M-V/def2-TZVPD

Structure (XYZ):
```
14
Properties=species:S:1:pos:R:3:lowdin_charge:R:1
C 2.411 0.995 0.824 -0.24
C -1.705 -0.587 0.355 -0.24
C -0.781 0.578 0.410 -0.36
O 0.597 -1.769 -0.028 -0.49
O 0.321 0.018 -1.820 -0.31
P 0.819 -0.267 -0.201 0.64
H 2.416 1.768 0.101 -0.19
H 3.415 0.396 0.640 -0.10
H -2.701 -0.188 0.530 0.06
H -1.632 -1.067 -0.643 0.05
H -1.297 -1.438 0.917 0.06
H -0.685 1.042 1.385 0.06
H -1.172 1.301 -0.285 0.06
H -0.006 -0.783 -2.184 0.00
```

**HOMO**: -3.2 eV
**SMILES string**: C=[P@]([O-])(O)CC
**Kohn-Sham gap**: 7.3 eV
**Charge**: -1
**Energy above the lowest of the compared OMol25 structures with the same formula, charge and spin**: 93.6 kcal/mol

=====

Record 12
Molecular formula: C3H8O2S
Method: DFT, wB97M-V/def2-TZVPD

Structure (XYZ):
```
14
Properties=species:S:1:pos:R:3:lowdin_charge:R:1
C -0.171 0.160 -0.017 -0.28
O 0.801 -0.911 -0.009 -0.11
C -1.261 -0.078 1.037 -0.32
C -2.462 0.840 0.788 -0.79
S -2.248 2.499 1.544 0.02
H -0.677 0.151 -0.983 0.11
H 0.340 1.085 0.238 0.10
H -1.525 -1.132 0.922 0.09
H -0.860 0.164 2.007 0.07
H -2.581 0.960 -0.295 0.02
H -3.399 0.408 1.124 0.01
H 1.446 -0.644 0.661 0.07
H 5.852 -1.927 -3.555 -0.25
O 6.745 -1.574 -3.460 -0.75
```

**HOMO**: -0.3 eV
**Kohn-Sham gap**: 5.9 eV
**Charge**: -2
**Energy above the lowest of the compared OMol25 structures with the same formula, charge and spin**: 8.6 kcal/mol